{
  "formula": "C4H7NO2",
  "method": "ωB97M-V/def2-TZVPD",
  "e_homo_ev": -9.447,
  "mol_weight_g_mol": 101.1,
  "homo_lumo_gap_ev": 10.07,
  "smiles": "CC(=O)C/N=C\\O",
  "elements": ["C", "C", "C", "C", "O", "N", "O", "H", "H", "H", "H", "H", "H", "H"],
  "positions_angstrom": [[-0.75099, -0.67139, 0.38301], [-1.10285, 1.32650, -1.17598], [-0.17183, 0.31233, -0.59160], [1.42178, -0.49229, 1.38807], [2.21378, -1.29864, 0.68565], [0.13624, -0.44306, 1.50535], [1.00432, 0.20852, -0.98413], [1.75466, -1.50116, -0.15941], [1.97486, -0.08870, 2.23127], [-0.69422, -1.69290, -0.01601], [-1.75702, -0.39062, 0.69706], [-0.58013, 1.96970, -1.88051], [-1.53201, 1.93820, -0.38390], [-1.91658, 0.82351, -1.69888]]
}

***

{
  "formula": "C16H19NO2S",
  "method": "ωB97M-V/def2-TZVPD",
  "e_homo_ev": -8.559,
  "mol_weight_g_mol": 289.4,
  "homo_lumo_gap_ev": 9.12,
  "elements": ["O", "O", "C", "C", "C", "C", "C", "C", "C", "C", "C", "N", "S", "C", "C", "C", "C", "C", "C", "C", "H", "H", "H", "H", "H", "H", "H", "H", "H", "H", "H", "H", "H", "H", "H", "H", "H", "H", "H"],
  "positions_angstrom": [[-1.48530, 0.05136, -3.31313], [0.90087, 2.00369, 2.53043], [-0.94335, 0.18503, -2.20286], [1.04286, 0.05962, -0.72824], [0.48717, 0.69682, 0.33232], [0.18512, -1.87825, 2.32462], [0.15041, -0.19152, 4.09589], [-0.50880, -2.75686, 3.19107], [-0.54758, -1.08002, 4.84597], [0.45773, -0.57552, 2.79355], [-0.94911, -2.29661, 4.38556], [0.44078, 0.06031, -2.02645], [1.33883, 0.75525, 1.90603], [-1.96058, -3.18898, 5.14927], [2.26516, -0.84225, -0.86942], [1.32942, -0.39406, -3.13638], [2.51089, -1.00193, -2.38582], [-1.00808, 2.67218, -0.19634], [-1.72605, 0.44737, -0.87243], [-0.94326, 1.21149, 0.16212], [0.53325, -2.11243, 1.29499], [0.23768, 0.83476, 4.51241], [-0.80232, -3.72957, 2.84985], [-0.70630, -0.77027, 5.89616], [-2.78474, -3.48070, 4.50571], [-2.29699, -2.73232, 6.07781], [-1.51802, -4.15228, 5.48151], [3.20006, -0.50440, -0.41507], [1.91450, -1.74905, -0.33918], [1.52498, 0.52885, -3.69537], [0.88939, -1.07039, -3.85048], [2.81323, -2.07249, -2.64135], [3.32658, -0.48412, -2.68286], [-0.74123, 2.73823, -1.26784], [-2.02336, 3.02283, 0.02494], [-0.30291, 3.26924, 0.34451], [-2.74871, 1.01621, -1.12660], [-1.99926, -0.54426, -0.52987], [-1.43719, 1.27438, 1.08097]]
}

***

{
  "formula": "CH2N3O3",
  "method": "ωB97M-V/def2-TZVPD",
  "e_homo_ev": -2.354,
  "mol_weight_g_mol": 104.0,
  "homo_lumo_gap_ev": 6.13,
  "charge": -1,
  "smiles": "[O-]Nc1non1O",
  "elements": ["C", "N", "N", "N", "O", "O", "O", "H", "H"],
  "positions_angstrom": [[0.38619, 0.50899, 0.17343], [-0.22862, 1.63964, 0.59938], [-0.80813, -0.00726, -0.44790], [1.51629, -0.04813, -0.13523], [2.82077, 0.22241, 0.07672], [-1.48498, 1.10745, 0.08091], [-1.24707, -1.27975, 0.09441], [1.26499, -0.96464, -0.46024], [-2.21945, -1.17872, 0.01853]]
}

***

{
  "formula": "C19H18F24O6",
  "method": "ωB97M-V/def2-TZVPD",
  "spin_multiplicity": 2,
  "e_homo_ev": [-13.171, -13.171],
  "mol_weight_g_mol": 798.3,
  "homo_lumo_gap_ev": [10.92, 2.76],
  "s2": 0.75,
  "charge": 1,
  "elements": ["C", "C", "C", "O", "C", "O", "O", "H", "H", "H", "H", "H", "H", "C", "C", "C", "F", "F", "F", "F", "O", "C", "C", "F", "F", "F", "F", "H", "H", "H", "H", "C", "C", "C", "F", "F", "F", "F", "O", "C", "C", "F", "F", "F", "F", "H", "H", "H", "H", "C", "C", "C", "F", "F", "F", "F", "O", "C", "C", "F", "F", "F", "F", "H", "H", "H", "H"],
  "positions_angstrom": [[-2.96624, -3.61311, 5.37740], [-2.75047, -2.11823, 5.06447], [-1.32084, -1.65725, 4.76818], [-1.35369, -1.12249, 3.41818], [-2.51199, -1.47674, 2.90936], [-2.76511, -1.27789, 1.79389], [-3.36296, -1.78688, 3.88113], [-3.90300, -4.05004, 5.03147], [-2.79282, -3.86178, 6.42440], [-2.30692, -4.28683, 4.83013], [-3.21755, -1.49681, 5.82852], [-0.70946, -2.55600, 4.68718], [-0.97834, -1.00034, 5.56770], [1.43038, -2.34083, -0.39068], [1.28036, -1.18743, 0.62786], [2.01717, -1.55162, 1.96850], [1.43887, -2.56065, 2.51801], [3.34871, -1.65077, 1.84588], [1.97166, -0.11292, 0.16868], [0.00029, -0.82122, 0.79047], [0.62954, -3.48182, -0.04421], [1.18835, -4.79369, -0.19562], [2.38786, -4.97255, 0.72360], [2.83001, -6.27806, 0.79726], [3.35215, -4.11938, 0.56477], [0.30338, -5.65682, 0.15975], [1.45177, -4.99288, -1.50521], [2.43011, -2.40518, -0.82023], [0.72392, -2.01175, -1.15272], [1.76472, -0.74926, 2.66173], [2.17076, -4.93754, 1.79118], [2.42416, 4.91153, -1.60828], [3.18194, 4.36147, -0.36244], [2.98324, 2.82820, -0.16484], [1.73407, 2.48057, -0.11052], [3.51092, 2.29855, -1.23761], [4.52760, 4.60478, -0.30626], [2.61290, 5.06858, 0.64022], [2.81979, 6.22854, -2.05347], [1.89924, 7.01492, -2.84268], [1.47093, 6.49499, -4.20526], [0.59876, 7.31501, -4.76876], [2.56249, 6.30936, -5.04815], [0.81170, 7.16689, -2.09087], [2.48937, 8.15993, -2.95719], [1.39007, 5.01916, -1.28092], [2.54742, 4.29037, -2.49545], [3.64311, 2.44464, 0.61332], [1.10401, 5.46884, -4.22704], [-3.13400, -0.82306, -2.79345], [-2.80786, -2.31384, -2.60576], [-2.69483, -2.65147, -1.06512], [-3.67383, -2.40772, -0.27818], [-2.18146, -3.86150, -0.92329], [-3.66706, -3.14473, -3.15240], [-1.66338, -2.48213, -3.25863], [-2.47764, 0.05479, -1.85824], [-1.67678, 1.11033, -2.30762], [-1.54950, 2.31018, -1.25425], [-0.91536, 3.41843, -1.76907], [-2.71053, 2.71160, -0.75562], [-0.60182, 0.37785, -2.65772], [-2.32000, 1.59202, -3.43843], [-4.19189, -0.69237, -2.56568], [-2.93374, -0.74822, -3.86228], [-1.99398, -1.96324, -0.59262], [-0.89867, 1.97550, -0.44649]]
}